# 1
ORCA calculation (the ωB97M-V functional and the def2-TZVPD basis) on a single C5H9NO molecule at a distorted geometry.

Properties
HOMO level	-0.3429	Eh
Kohn-Sham gap	10.17	eV
SMILES string	[H]/N=C1/CCCCO1

Last column: Löwdin charge in e.
Atoms and positions in Å:
H  2.808  1.676  -0.652  0.06
N  2.648  0.673  -0.513  0.13
C  1.425  0.450  -0.249  -0.44
C  0.902  -0.939  0.081  -0.09
C  -0.621  -1.245  0.069  -0.23
C  -1.402  -0.032  -0.358  -0.18
C  -0.776  1.211  0.274  -0.18
O  0.526  1.479  -0.234  -0.04
H  1.623  -1.693  -0.250  0.12
H  0.569  -1.092  1.126  0.10
H  -0.946  -1.413  1.187  0.13
H  -0.820  -2.198  -0.405  0.11
H  -1.418  0.081  -1.444  0.13
H  -2.415  -0.172  0.021  0.12
H  -0.724  1.100  1.368  0.13
H  -1.361  2.105  0.054  0.13

---

# 2
ORCA calculation (the ωB97M-V functional and the def2-TZVPD basis) on a molecular structure, C5H9NO.

Properties
HOMO level	-0.3685	Eh
Kohn-Sham gap	10.90	eV

Last column: Löwdin charge in e.
Atoms and positions in Å:
C  -0.178  -0.949  1.284  -0.03
C  0.144  -0.067  0.080  -0.46
C  1.344  0.835  0.330  -0.03
C  0.111  -0.830  -1.260  -0.09
O  -1.154  -0.207  -1.606  0.02
C  -1.079  0.614  -0.508  -0.43
N  -1.777  1.610  -0.196  0.18
H  -1.068  -1.561  1.099  0.09
H  0.663  -1.619  1.498  0.09
H  -0.364  -0.335  2.170  0.09
H  1.203  1.408  1.252  0.09
H  2.258  0.238  0.436  0.09
H  1.487  1.546  -0.490  0.09
H  0.023  -1.919  -1.207  0.12
H  0.881  -0.538  -1.979  0.13
H  -2.494  1.775  -0.904  0.06

---

# 3
ORCA calculation (the ωB97M-V functional and the def2-TZVPD basis) on a single C5H9NO molecule at a distorted geometry.

Properties
HOMO level	-0.3246	Eh
Kohn-Sham gap	9.81	eV
SMILES string	C[C@H]1N[C@H]1[C@H]1CO1

Last column: Löwdin charge in e.
Atoms and positions in Å:
C  0.338  0.951  1.701  -0.05
C  -0.710  -0.084  1.355  -0.41
N  -1.885  0.130  0.553  0.08
C  -0.639  -0.805  0.089  -0.20
C  0.461  -0.354  -0.850  -0.29
C  0.389  -0.248  -2.308  -0.10
O  0.412  0.911  -1.482  -0.03
H  1.290  0.436  1.895  0.08
H  0.060  1.492  2.610  0.08
H  0.479  1.662  0.885  0.08
H  -0.895  -0.779  2.181  0.14
H  -1.724  0.002  -0.506  0.10
H  -0.857  -1.860  0.096  0.14
H  1.435  -0.588  -0.410  0.15
H  1.288  -0.421  -2.900  0.11
H  -0.555  -0.432  -2.820  0.12

---

# 4
ORCA calculation (the ωB97M-V functional and the def2-TZVPD basis) on a single C5H9NO molecule at a distorted geometry.

Properties
HOMO level	-0.3934	Eh
Kohn-Sham gap	11.51	eV
SMILES string	CC[C@@H](O)CC#N

Last column: Löwdin charge in e.
Atoms and positions in Å:
C  0.085  -1.266  -1.558  -0.09
C  0.254  -0.972  -0.059  -0.20
C  -0.377  0.400  0.182  -0.43
O  -1.779  0.321  0.033  -0.02
C  -0.104  1.254  1.439  -0.11
C  1.349  1.388  1.407  -0.23
N  2.394  1.434  0.910  0.16
H  0.536  -0.457  -2.146  0.08
H  0.556  -2.206  -1.855  0.07
H  -0.971  -1.308  -1.850  0.07
H  1.318  -0.948  0.190  0.10
H  -0.214  -1.763  0.548  0.12
H  0.147  1.017  -0.575  0.14
H  -2.015  -0.617  -0.005  0.09
H  -0.591  0.923  2.360  0.12
H  -0.500  2.250  1.202  0.13

---

# 5
ORCA calculation (the ωB97M-V functional and the def2-TZVPD basis) on 2 unconnected molecules or ions with the total composition C5H9NO.

Properties
HOMO level	-0.3439	Eh
Kohn-Sham gap	9.79	eV

Last column: Löwdin charge in e.
Atoms and positions in Å:
C  1.851  0.991  -0.094  -0.05
C  1.530  -0.444  -0.435  -0.31
N  1.018  -1.375  0.572  0.07
C  0.136  -0.948  -0.508  -0.26
C  -1.053  -0.102  -0.176  -0.26
C  -1.872  -0.468  1.024  0.03
O  -1.050  0.530  1.137  -0.02
H  1.949  1.587  -1.008  0.08
H  2.801  1.051  0.449  0.08
H  1.075  1.447  0.528  0.07
H  2.254  -0.921  -1.095  0.13
H  0.781  -0.864  1.422  0.09
H  -0.107  -1.728  -1.230  0.14
H  -1.484  0.532  -0.948  0.13
H  -3.985  0.591  -0.100  0.07
H  -3.846  0.122  0.462  0.02

---

# 6
ORCA calculation (the ωB97M-V functional and the def2-TZVPD basis) on 2 unconnected molecules or ions with the total composition C5H9NO.

Properties
HOMO level	-0.3270	Eh
Kohn-Sham gap	8.49	eV
SMILES string	CC1=C(N=O)CC1.[H][H]

Last column: Löwdin charge in e.
Atoms and positions in Å:
C  -1.448  -1.196  -0.051  -0.04
C  -0.513  -0.053  0.098  -0.21
C  0.788  0.126  0.402  -0.27
N  1.823  -0.816  0.539  -0.03
O  2.904  -0.311  0.782  -0.01
C  0.719  1.629  0.496  -0.10
C  -0.764  1.439  0.045  -0.11
H  -2.080  -1.075  -0.938  0.09
H  -2.117  -1.215  0.818  0.09
H  -0.926  -2.154  -0.105  0.06
H  0.817  2.014  1.515  0.11
H  1.365  2.202  -0.173  0.11
H  -0.965  1.810  -0.967  0.12
H  -1.535  1.817  0.723  0.11
H  0.721  -2.139  -1.872  0.05
H  1.208  -2.078  -1.313  0.03

---

What is the HOMO level in the fourth record?
-0.3934 Eh